[1]
{
  "formula": "C8H14O",
  "method": "wB97M-V/def2-TZVPD",
  "smiles": "CC1(C)C=COC1(C)C",
  "gap_ev": 9.20,
  "total_energy_ha": -388.3654,
  "e_homo_ev": -8.24,
  "e_lumo_ev": 1.0,
  "symbols": ["H", "O", "H", "C", "H", "C", "H", "C", "H", "H", "H", "C", "H", "H", "H", "H", "C", "H", "H", "C", "H", "C", "C"],
  "xyz": [[2.00901, -0.04632, -0.95818], [-0.08342, 1.96418, 0.53479], [2.04530, 1.66850, -1.12010], [-0.95939, -1.67001, 0.33317], [-1.82045, -2.11084, -0.26763], [0.99500, 0.09777, 1.64966], [0.29905, -1.65801, -1.64233], [-1.80186, 0.62430, -0.19030], [1.37190, 0.75049, 2.39561], [-1.27332, -1.50197, 1.38985], [0.14210, 0.19148, -2.21364], [0.64042, 0.72982, 0.34560], [-2.02044, 2.43738, 0.81242], [2.74184, 0.83655, 0.27955], [1.89644, -0.57282, 1.44338], [-2.74267, 0.44930, -0.50517], [1.94429, 0.83422, -0.46021], [-1.18519, -1.14778, -2.30424], [-0.05960, -2.20861, 0.11006], [-0.64208, -0.30698, -0.36537], [0.14205, -0.36804, 2.13457], [-0.23067, -0.74119, -1.80766], [-1.40832, 1.74859, 0.40617]]
}

---

[2]
{
  "formula": "C8H14O2",
  "method": "wB97M-V/def2-TZVPD",
  "gap_ev": 9.00,
  "total_energy_ha": -463.5546,
  "e_homo_ev": -9.10,
  "e_lumo_ev": -0.1,
  "symbols": ["C", "C", "H", "C", "H", "H", "H", "H", "H", "C", "C", "H", "C", "H", "H", "O", "C", "H", "H", "H", "O", "C", "H", "H"],
  "xyz": [[0.00929, 0.63992, -0.48113], [0.87712, -1.32694, 0.89228], [3.16024, 0.09837, 1.17989], [1.16555, 0.01695, 0.28205], [-0.11830, 0.08704, -1.42648], [-2.39287, -1.08691, 1.32320], [1.43405, -0.60193, -2.49748], [1.18404, 0.80280, 1.36419], [0.21441, 1.69560, -0.70775], [-2.46006, 1.15985, -0.42795], [-1.30131, 0.48440, 0.29651], [2.77913, 0.43353, -1.61803], [-1.58915, -0.99422, 0.57612], [-2.60032, 0.71981, -1.42761], [-1.98232, -1.47522, -0.33829], [3.00820, 1.25096, -0.48427], [2.47860, 0.70128, 0.54479], [1.71979, -1.88655, 1.30708], [-2.27629, 2.23724, -0.54985], [-0.55970, -2.64248, 1.66078], [2.19845, -0.58077, -1.91696], [-0.38095, -1.75505, 1.04712], [-1.16756, 0.98414, 1.27190], [-3.40005, 1.03817, 0.12989]]
}

---

[3]
{
  "formula": "C8H14O4",
  "method": "wB97M-V/def2-TZVPD",
  "smiles": "CCCOCOC(=O)C[C@H]1CO1",
  "gap_ev": 10.86,
  "total_energy_ha": -614.0173,
  "e_homo_ev": -9.89,
  "e_lumo_ev": 1.0,
  "symbols": ["C", "O", "C", "C", "H", "H", "C", "C", "C", "H", "O", "C", "O", "H", "H", "H", "H", "H", "H", "H", "O", "H", "H", "C", "H", "H"],
  "xyz": [[-4.83746, 0.93488, 0.36211], [1.16140, 0.31619, -0.45591], [2.38664, -0.39537, -0.21431], [0.27434, -0.32174, -1.35676], [3.00413, 1.58174, 0.65222], [2.22042, -1.03478, 0.72308], [3.49637, 0.74439, 0.06754], [4.78278, 0.19175, 0.81800], [-1.58395, -0.12061, 0.16215], [0.10310, 0.37149, -2.25533], [-3.88650, 0.81213, -0.90261], [-2.78832, -0.93239, 0.85172], [-1.39645, 1.01257, 0.59936], [-5.92486, 1.06563, 0.08369], [-4.14385, 1.73085, 0.75356], [5.26562, -0.60596, 0.17668], [4.53214, -0.19033, 1.86224], [5.52024, 1.04282, 0.93668], [2.79490, -0.98693, -1.08912], [3.75739, 1.18371, -0.95640], [-0.97368, -0.79819, -0.87070], [0.81316, -1.22961, -1.80836], [-3.02204, -0.57121, 1.88619], [-4.08804, -0.45453, -0.13973], [-4.76759, -1.30020, -0.60028], [-2.69988, -2.04628, 0.71428]]
}

---

[4]
{
  "formula": "C8H14OSi",
  "method": "wB97M-V/def2-TZVPD",
  "gap_ev": [7.32, 7.37],
  "total_energy_ha": -677.7464,
  "e_homo_ev": [-7.35, -6.64],
  "e_lumo_ev": [0.0, 0.7],
  "symbols": ["O", "H", "H", "H", "H", "H", "C", "Si", "H", "C", "C", "H", "C", "H", "H", "C", "H", "H", "H", "C", "H", "C", "C", "H"],
  "xyz": [[-0.72891, 1.34912, 0.08029], [2.29035, 1.78729, 2.19646], [3.52160, -0.47004, 0.95992], [-3.59414, -0.47860, -2.17068], [-1.58895, 3.18457, 0.52667], [1.49118, 3.20342, 1.65783], [2.85890, -0.98938, 0.26871], [0.95496, 1.32008, 0.15157], [-4.79824, -0.68808, -0.01323], [0.46924, -1.40271, 0.11845], [1.42803, -0.52211, 0.18184], [-2.21384, -1.21028, -1.53296], [-3.98608, -1.26740, -0.28594], [0.68244, -2.48513, 0.12627], [-0.53511, -1.30736, 0.02739], [-3.21930, -0.96848, -1.34930], [2.86417, 2.68168, 0.64517], [2.56624, -2.28924, -1.45369], [-2.63189, 2.20891, -0.55298], [-1.73217, 2.23028, 0.09000], [-3.61796, -1.90900, 0.46361], [3.27483, -1.92470, -0.60918], [1.98597, 2.35390, 1.21803], [4.25870, -2.40676, -0.74425]]
}

---

[5]
{
  "formula": "C8H14S",
  "method": "wB97M-V/def2-TZVPD",
  "smiles": "C[C@@H]1[C@H]2[C@@H](C)CS[C@]21C",
  "gap_ev": 8.66,
  "total_energy_ha": -711.3735,
  "e_homo_ev": -7.67,
  "e_lumo_ev": 1.0,
  "symbols": ["C", "H", "H", "H", "H", "H", "H", "H", "H", "C", "C", "H", "H", "C", "S", "C", "C", "C", "H", "C", "H", "H", "H"],
  "xyz": [[1.15913, 2.00281, -0.82662], [-3.48727, -0.86397, 0.07469], [-2.99843, 0.68381, 0.77938], [0.43777, 2.68607, -1.27007], [3.36991, -0.52016, 0.33103], [-1.45936, -2.76488, -0.22974], [-1.18506, -1.56010, -1.49423], [-2.63197, 0.33547, -0.91558], [2.59095, 0.80042, 1.20913], [2.48927, -0.23892, 0.91012], [0.54711, 0.62590, -0.70055], [2.04401, 1.97049, -1.45865], [-0.21384, 1.00943, 1.36508], [-2.70904, -0.09979, 0.07984], [0.83427, -2.12956, -0.32336], [1.26268, -0.44012, 0.08673], [-0.96206, -1.82420, -0.46002], [-1.36685, -0.70257, 0.50094], [0.13093, 0.29280, -1.64862], [-0.27951, 0.32952, 0.53250], [-1.47214, -1.12261, 1.50739], [2.45695, -0.86358, 1.80314], [1.44254, 2.39371, 0.14747]]
}

---

[6]
{
  "formula": "C8H15BF3IO5P",
  "method": "wB97M-V/def2-TZVPD",
  "gap_ev": 9.11,
  "total_energy_ha": -1653.2929,
  "charge": 1,
  "e_homo_ev": -13.38,
  "e_lumo_ev": -4.3,
  "symbols": ["C", "H", "H", "O", "O", "H", "C", "H", "O", "H", "C", "H", "C", "C", "B", "I", "F", "C", "C", "O", "H", "P", "H", "H", "H", "H", "F", "H", "H", "H", "O", "H", "F", "C"],
  "xyz": [[2.63743, -2.70319, 4.94510], [1.09739, 3.50761, -3.28938], [-0.45501, 5.44406, -3.00348], [-1.96301, 2.38555, -1.53384], [0.56739, -1.79534, 1.02468], [-0.22751, -1.17383, -0.89675], [-0.63698, 4.50291, -2.47953], [-1.56690, -0.58427, 1.88169], [3.46195, -2.16545, 5.73234], [1.39316, 4.36104, -1.75662], [-1.34185, -0.25342, 0.79341], [0.53239, 2.81521, -1.77915], [2.65972, -2.18707, 3.41856], [0.67411, 3.75809, -2.31330], [0.97147, -3.15460, 1.03832], [1.27253, -4.20179, 5.72474], [-3.58050, 0.84307, -3.14612], [-3.13476, 2.01943, -3.62759], [-0.56590, -1.53438, 0.14260], [-1.56079, 3.75278, -3.28608], [-0.18806, -4.71041, 1.07823], [2.53189, -3.57700, 2.13345], [-1.34651, -2.36655, 0.10575], [1.76374, -1.46034, 3.32343], [-0.61134, 0.62243, 0.83892], [3.59229, -1.53436, 3.22932], [-2.58452, 1.75533, -4.83065], [3.65549, -3.43387, 1.26009], [-2.31616, -0.03034, 0.24603], [2.39399, -4.87983, 2.71351], [0.34727, -4.26167, 0.36907], [-1.08744, 4.75435, -1.51502], [-4.22597, 2.77643, -3.86208], [-2.15903, 2.70942, -2.67966]]
}

---

[7]
{
  "formula": "C8H15Cl3F5GeN3OPdS",
  "method": "wB97M-V/def2-TZVPD",
  "gap_ev": [6.69, 7.75],
  "total_energy_ha": -5036.4549,
  "charge": -1,
  "multiplicity": 2,
  "e_homo_ev": [-4.20, -5.27],
  "e_lumo_ev": [2.5, 2.5],
  "symbols": ["C", "H", "H", "H", "Pd", "C", "N", "F", "H", "H", "H", "H", "H", "H", "H", "C", "F", "H", "H", "C", "C", "F", "H", "C", "Ge", "Cl", "F", "C", "H", "N", "N", "Cl", "S", "C", "H", "O", "Cl", "F"],
  "xyz": [[-0.43277, 3.05312, 3.96753], [-4.20708, -0.71604, -1.30974], [0.10958, -3.02331, -2.00597], [0.82241, 2.09850, 2.47461], [-0.25220, 1.07025, 0.03850], [-3.28415, -1.17838, -0.95142], [-2.14564, 1.08675, 1.80978], [2.25800, 2.34666, -0.83263], [-2.04202, -0.08229, -1.96034], [-1.26229, 2.80230, 4.62870], [-0.73912, 3.87607, 3.32367], [-1.05234, -1.92511, -1.33544], [-3.00866, -0.73280, 0.00634], [2.86142, -4.71917, -0.61869], [2.16334, -3.00852, 0.78745], [-1.13220, 1.39400, 2.27719], [2.44686, -1.01198, -1.59237], [0.41045, 3.38194, 4.57515], [2.37798, -3.58614, -1.88774], [2.02947, -4.13738, -1.00848], [1.76550, 1.07354, -0.60089], [3.24192, 0.77075, -2.50923], [0.28325, 1.00037, 3.73687], [-0.01789, 1.85131, 3.12253], [-0.41523, 3.46295, -1.94878], [-1.50991, 5.41291, -2.47213], [2.60824, 0.57646, 0.39258], [0.47499, -2.45285, -0.08937], [1.24830, -4.83777, -1.31205], [1.55080, -3.25766, 0.03069], [-0.27143, -2.57428, -1.19044], [-2.37992, 2.15192, -1.66530], [0.10604, -1.36449, 1.14340], [2.16126, 0.28092, -1.87283], [-3.45319, -2.24644, -0.81412], [-2.23910, -1.03436, -1.91120], [-0.23540, 3.93333, 0.34524], [1.16074, 0.26491, -2.77102]]
}

---

[8]
{
  "formula": "C8H15ClCoLuNO2",
  "method": "wB97M-V/def2-TZVPD",
  "gap_ev": [2.18, 3.58],
  "total_energy_ha": -3597.4129,
  "charge": -2,
  "multiplicity": 4,
  "e_homo_ev": [2.34, 0.83],
  "e_lumo_ev": [4.5, 4.4],
  "symbols": ["H", "C", "C", "H", "H", "O", "H", "Lu", "C", "C", "H", "C", "H", "C", "C", "N", "H", "H", "C", "H", "H", "H", "H", "Co", "O", "Cl", "H", "H", "H"],
  "xyz": [[2.56558, 1.55886, -2.68336], [0.19755, 2.82580, 2.78416], [0.78160, -1.70312, -2.25759], [-2.67906, -0.87154, -0.13426], [-0.10560, -2.42532, -2.00849], [-0.22076, 3.82992, 2.26998], [0.30422, 0.41578, 4.87073], [-0.16612, 0.44143, 0.33224], [0.98651, 0.98448, 4.22910], [-0.65325, -0.00731, -4.23550], [2.29649, 0.67043, -4.25564], [0.77587, 0.55745, 2.78673], [-1.47467, 0.74666, -4.15395], [-2.24723, -0.31437, 0.70788], [2.30004, 0.57448, -3.14044], [0.34288, 1.60941, 2.06410], [-1.06423, -1.03915, -4.31595], [-0.17506, 2.72449, 4.87624], [0.64260, 2.48567, 4.19643], [-2.32242, -0.91475, 1.62867], [3.00790, -0.22239, -2.82224], [1.79784, -2.12209, -1.89927], [2.02279, 0.79572, 4.52404], [0.44586, 0.09127, -2.51763], [0.88688, -0.58199, 2.21345], [-0.30145, 2.26004, -1.26689], [-0.00341, 0.22767, -5.11677], [1.51748, 3.09338, 4.43828], [-2.80923, 0.62812, 0.84287]]
}